Below is a 2-piece molecular cluster, CBrCl2F2OP overall, with properties calculated with ωB97M-V/def2-TZVPD.

The energy above the lowest of the compared OMol25 structures with the same formula, charge and spin is 127.2 kJ/mol. For the lowest unoccupied orbital energy (alpha / beta), the calculation gives 0.064 / -2.969 eV. For the frontier orbital gap (alpha / beta), the calculation gives 10.18 / 5.43 eV. As for the spin multiplicity: 1. The total charge is 0.

Each line ends with the Mulliken charge.
Positions of all 8 atoms, in Å:
C (1.89, 0.04, -0.21)  0.323
O (-1.03, -1.04, -0.82)  -0.411
F (1.36, -1.01, 0.26)  -0.138
F (1.07, 1.07, -0.03)  -0.115
P (-1.80, -0.46, 0.32)  0.702
Cl (-1.39, 1.52, 0.63)  -0.130
Cl (-3.74, -0.47, -0.19)  -0.165
Br (3.65, 0.35, 0.04)  -0.065

Below is a 12-piece molecular cluster, C70H158N6O12 overall, with properties calculated with ωB97M-V/def2-TZVPD.

The energy above the lowest of the compared OMol25 structures with the same formula, charge and spin is 2.3 kJ/mol. For the lowest unoccupied orbital energy, the calculation gives 0.528 eV. For the frontier orbital gap, the calculation gives 8.57 eV. The SMILES is CC1(C)CCCC(C)(C)N1O.CC1(C)CCCC(C)(C)N1O.CC1(C)CCCC(C)(C)N1O.CC1(C)CCCC(C)(C)N1O.CC1(C)CCCC(C)(C)N1O.CC1(C)CCCC(C)(C)N1O.CC(C)O.CC(C)O.CC(C)O.CC(C)O.CC(C)O.CO. As for the spin multiplicity: 1. The total charge is 0.

Each line ends with the Mulliken charge.
Positions of all 246 atoms, in Å:
C (-0.36, -4.69, -4.88)  -1.923
C (0.79, -4.34, -3.82)  1.049
C (1.90, -3.74, -4.65)  -1.763
C (0.18, -3.47, -2.75)  -0.666
C (1.22, -3.17, -1.63)  1.339
C (1.73, -4.51, -1.01)  -0.962
C (2.19, -5.53, -2.01)  2.298
C (3.72, -5.25, -2.39)  -1.283
C (2.16, -6.93, -1.37)  -2.132
N (1.20, -5.65, -3.12)  0.093
O (1.86, -6.49, -4.11)  -0.518
H (-0.64, -3.71, -5.36)  0.152
H (0.05, -5.30, -5.63)  0.735
H (-1.22, -5.13, -4.38)  0.298
H (1.46, -3.11, -5.37)  0.571
H (2.55, -3.17, -4.05)  -0.009
H (2.35, -4.58, -5.20)  0.463
H (-0.26, -2.54, -3.15)  1.249
H (-0.70, -4.00, -2.34)  0.153
H (2.09, -2.66, -2.13)  -0.840
H (0.85, -2.52, -0.79)  -0.795
H (0.90, -4.91, -0.43)  -0.702
H (2.56, -4.32, -0.27)  -0.031
H (3.82, -5.41, -3.46)  0.307
H (4.47, -5.84, -1.82)  0.340
H (4.00, -4.22, -2.27)  0.111
H (2.52, -7.68, -2.02)  0.500
H (1.12, -7.17, -1.19)  0.514
H (2.70, -7.04, -0.42)  0.335
H (1.14, -7.10, -4.34)  0.393
C (-1.46, -4.39, 1.05)  -1.557
C (-0.93, -4.18, 2.47)  2.086
C (-1.59, -5.31, 3.39)  -1.718
C (0.59, -4.33, 2.45)  -0.443
C (1.19, -4.09, 3.88)  -1.263
C (0.86, -2.72, 4.29)  -0.236
C (-0.63, -2.39, 4.24)  2.762
C (-1.26, -3.08, 5.45)  -1.859
C (-0.75, -0.89, 4.35)  -0.689
N (-1.20, -2.79, 2.87)  1.482
O (-2.61, -2.73, 2.88)  -0.710
H (-2.55, -4.35, 0.98)  0.464
H (-1.07, -3.64, 0.35)  -0.738
H (-1.12, -5.36, 0.67)  0.768
H (-0.97, -5.67, 4.20)  0.304
H (-2.57, -4.94, 3.79)  0.192
H (-1.85, -6.12, 2.76)  0.663
H (0.72, -5.43, 2.31)  0.773
H (1.07, -3.75, 1.68)  -0.840
H (0.64, -4.86, 4.48)  0.581
H (2.27, -4.31, 3.99)  0.266
H (1.42, -2.04, 3.60)  -1.109
H (1.18, -2.44, 5.32)  0.844
H (-0.71, -3.95, 5.78)  0.311
H (-2.28, -3.41, 5.33)  0.274
H (-1.07, -2.43, 6.35)  0.512
H (-1.78, -0.54, 4.32)  -0.388
H (-0.20, -0.35, 3.62)  -1.164
H (-0.40, -0.49, 5.32)  0.803
H (-2.87, -1.78, 2.65)  -0.184
C (-4.04, 0.02, 5.77)  -2.439
C (-4.70, 1.06, 4.88)  1.995
C (-6.17, 0.67, 4.75)  -1.783
C (-4.52, 2.37, 5.60)  -1.746
C (-5.05, 3.59, 4.84)  -0.854
C (-4.23, 3.59, 3.50)  -1.322
C (-4.27, 2.31, 2.62)  2.232
C (-5.63, 2.36, 1.88)  -1.465
C (-3.17, 2.31, 1.61)  -1.043
N (-3.96, 1.20, 3.61)  0.431
O (-4.07, -0.04, 2.89)  0.020
H (-4.60, -0.08, 6.68)  0.690
H (-4.08, -0.97, 5.31)  0.379
H (-3.04, 0.27, 6.07)  0.421
H (-6.24, -0.38, 4.49)  0.314
H (-6.63, 0.85, 5.72)  0.475
H (-6.59, 1.34, 4.05)  0.390
H (-4.92, 2.24, 6.58)  0.502
H (-3.46, 2.52, 5.63)  0.430
H (-6.11, 3.49, 4.63)  0.416
H (-4.81, 4.52, 5.35)  0.605
H (-3.17, 3.74, 3.72)  -0.200
H (-4.43, 4.49, 2.92)  0.527
H (-5.72, 3.24, 1.28)  0.469
H (-6.42, 2.24, 2.60)  0.316
H (-5.83, 1.52, 1.21)  0.126
H (-2.22, 2.23, 2.12)  0.301
H (-3.31, 3.22, 1.04)  0.542
H (-3.22, 1.46, 0.93)  -0.939
H (-4.97, -0.20, 2.49)  0.189
C (0.39, 0.64, -3.12)  0.133
C (1.07, 1.17, -4.38)  3.214
C (1.11, 2.74, -4.22)  -1.030
C (2.44, 0.45, -4.48)  -0.363
C (3.03, 0.63, -5.91)  -1.002
C (2.09, 0.02, -6.89)  -0.721
C (0.83, 0.84, -6.89)  0.991
C (0.98, 2.25, -7.45)  -1.608
C (-0.26, 0.11, -7.85)  -1.704
N (0.33, 0.69, -5.57)  0.716
O (-0.95, 1.35, -5.49)  -0.604
H (0.95, 0.92, -2.24)  -1.051
H (-0.61, 1.03, -3.00)  -0.458
H (0.29, -0.45, -3.24)  0.136
H (1.47, 3.41, -5.05)  0.391
H (0.11, 2.95, -3.92)  -0.180
H (1.70, 3.01, -3.32)  -0.016
H (3.18, 0.73, -3.71)  -0.202
H (2.16, -0.63, -4.49)  -0.091
H (3.19, 1.69, -6.15)  0.249
H (4.00, 0.13, -5.89)  0.623
H (1.94, -0.98, -6.54)  -0.052
H (2.58, 0.03, -7.85)  0.461
H (0.72, 2.26, -8.50)  0.436
H (1.99, 2.60, -7.34)  0.338
H (0.34, 3.08, -7.01)  0.243
H (-0.34, -0.93, -7.57)  0.242
H (0.04, 0.14, -8.92)  0.438
H (-1.24, 0.59, -7.81)  0.427
H (-1.53, 0.68, -5.05)  0.244
C (-5.45, -3.94, -3.52)  -1.989
C (-4.87, -2.55, -3.31)  2.338
C (-3.93, -2.30, -4.46)  -1.815
C (-6.02, -1.49, -3.27)  -1.471
C (-5.75, -0.13, -2.63)  -0.368
C (-5.29, -0.57, -1.23)  -1.299
C (-3.94, -1.27, -1.26)  3.734
C (-2.91, -0.31, -1.94)  0.075
C (-3.48, -1.59, 0.11)  -0.711
N (-4.12, -2.59, -1.96)  -0.600
O (-2.93, -3.33, -2.09)  -0.009
H (-6.12, -4.24, -2.66)  0.394
H (-6.13, -4.03, -4.42)  0.378
H (-4.65, -4.65, -3.77)  0.341
H (-4.35, -2.80, -5.34)  0.643
H (-3.86, -1.26, -4.65)  0.381
H (-2.95, -2.79, -4.25)  0.075
H (-6.25, -1.39, -4.31)  0.483
H (-6.85, -1.95, -2.66)  0.414
H (-5.02, 0.49, -3.11)  0.061
H (-6.71, 0.42, -2.60)  0.463
H (-6.05, -1.18, -0.72)  0.698
H (-5.25, 0.31, -0.59)  -0.565
H (-3.37, 0.19, -2.82)  -0.261
H (-1.95, -0.79, -2.04)  -0.341
H (-2.89, 0.50, -1.25)  0.316
H (-4.24, -2.17, 0.69)  0.766
H (-3.10, -0.69, 0.60)  -1.086
H (-2.59, -2.19, 0.05)  -0.934
H (-2.21, -2.86, -2.58)  0.101
C (5.36, -3.02, 0.39)  -2.130
C (4.95, -1.97, 1.42)  1.506
C (4.22, -2.61, 2.58)  -1.493
C (6.20, -1.27, 2.04)  -1.516
C (6.75, -0.16, 1.14)  -1.191
C (5.67, 0.78, 0.57)  -0.250
C (4.54, 0.09, -0.12)  1.425
C (3.33, 1.13, -0.28)  0.586
C (5.06, -0.48, -1.47)  -1.596
N (4.07, -0.98, 0.74)  0.921
O (3.01, -1.58, 0.10)  3.157
H (6.15, -2.56, -0.17)  0.514
H (5.72, -3.85, 0.97)  0.652
H (4.49, -3.26, -0.13)  0.234
H (3.86, -1.89, 3.33)  0.253
H (3.28, -3.09, 2.25)  -0.546
H (4.86, -3.37, 3.00)  0.672
H (5.97, -1.04, 3.06)  0.517
H (6.94, -2.08, 2.11)  0.409
H (7.63, 0.36, 1.54)  0.447
H (7.23, -0.65, 0.28)  0.502
H (6.25, 1.50, -0.09)  0.040
H (5.30, 1.34, 1.43)  -0.104
H (3.72, 1.97, -0.79)  -0.173
H (2.99, 1.26, 0.72)  -0.753
H (2.65, 0.61, -0.98)  -0.737
H (5.20, 0.24, -2.24)  0.539
H (4.36, -1.15, -1.97)  -0.274
H (6.02, -0.96, -1.30)  0.376
H (2.26, -1.23, 0.59)  -1.186
C (4.06, 2.06, 3.81)  -2.238
C (3.19, 0.84, 3.82)  2.340
C (3.06, 0.30, 5.25)  -1.289
O (1.89, 1.17, 3.31)  0.854
H (3.64, 2.72, 4.54)  0.618
H (4.12, 2.50, 2.85)  0.097
H (5.05, 1.81, 4.28)  0.367
H (3.60, 0.07, 3.19)  -1.142
H (2.17, -0.42, 5.23)  0.226
H (2.78, 1.09, 5.98)  0.357
H (3.94, -0.16, 5.63)  0.325
H (1.48, 0.40, 2.85)  -1.418
C (-2.05, 4.91, -3.26)  -1.395
C (-2.46, 3.57, -2.56)  1.358
C (-3.86, 3.62, -1.93)  -1.315
O (-2.50, 2.47, -3.48)  -0.542
H (-1.86, 5.69, -2.45)  0.338
H (-2.83, 5.37, -3.91)  0.330
H (-1.15, 4.88, -3.84)  0.345
H (-1.74, 3.34, -1.74)  -0.298
H (-4.00, 2.61, -1.59)  0.054
H (-4.61, 3.86, -2.74)  0.391
H (-3.98, 4.40, -1.19)  0.458
H (-1.97, 2.75, -4.22)  0.231
C (1.95, 4.27, 0.51)  -0.197
C (0.96, 4.78, 1.50)  0.775
C (-0.24, 5.63, 0.97)  -1.667
O (0.41, 3.67, 2.26)  0.236
H (2.83, 4.00, 1.11)  -0.167
H (2.18, 5.03, -0.19)  0.447
H (1.62, 3.41, 0.01)  -0.366
H (1.62, 5.38, 2.24)  0.170
H (-0.84, 6.16, 1.71)  0.347
H (-0.87, 5.04, 0.35)  0.202
H (0.09, 6.37, 0.30)  0.523
H (1.19, 3.15, 2.54)  -0.218
C (4.20, 4.78, -2.54)  -0.456
C (5.41, 5.34, -1.87)  0.085
C (5.42, 5.18, -0.31)  -0.923
O (6.55, 4.72, -2.55)  -0.591
H (3.38, 5.20, -1.97)  0.173
H (4.38, 3.71, -2.44)  -0.144
H (4.19, 5.10, -3.56)  0.438
H (5.52, 6.36, -2.19)  0.461
H (4.84, 4.32, 0.05)  -0.125
H (4.88, 6.02, 0.13)  0.356
H (6.41, 5.09, 0.04)  0.471
H (6.79, 3.87, -2.15)  0.326
C (-0.39, 4.61, 6.93)  -1.399
C (-1.11, 5.12, 5.71)  2.159
C (-1.84, 6.41, 6.10)  -1.755
O (-0.36, 5.53, 4.55)  -0.626
H (0.24, 3.71, 6.86)  0.241
H (-1.13, 4.49, 7.74)  0.336
H (0.27, 5.35, 7.37)  0.409
H (-1.90, 4.37, 5.48)  -0.811
H (-2.50, 6.69, 5.29)  0.349
H (-1.18, 7.22, 6.32)  0.400
H (-2.42, 6.12, 6.96)  0.424
H (-0.31, 4.73, 3.95)  0.154
C (0.00, 0.14, 0.65)  0.212
O (0.72, -0.85, 1.44)  2.403
H (-0.13, -0.24, -0.43)  -0.568
H (-0.99, 0.39, 1.09)  0.102
H (0.58, 1.01, 0.62)  -0.544
H (-0.03, -1.56, 1.55)  -1.350